Version w
7
Properties=species:S:1:pos:R:3 method="wB97M-V/def2-TZVPD" multiplicity=1 orbital_gap_ev=7.978 e_homo_ha=-0.3310
C 1.89722 -0.02174 -0.17432
C -2.26603 0.17427 -0.28600
S 0.44048 -0.76403 -0.39520
Cl 2.20868 1.70706 -0.16787
Cl -2.84410 -1.39523 0.10179
Cl -2.11237 1.05836 1.11393
H 2.67612 -0.75869 -0.19233

=====

Version x
7
Properties=species:S:1:pos:R:3 method="wB97M-V/def2-TZVPD" multiplicity=1 orbital_gap_ev=8.271 e_homo_ha=-0.3341
C -0.15285 0.72258 0.65524
C -0.11351 0.18659 -0.54067
S 0.65154 -1.45305 -0.99060
Cl -1.14014 2.10448 1.01198
Cl 1.31078 -2.85432 0.32607
Cl -0.83712 0.81015 -1.96624
H 0.28129 0.48358 1.50422

=====

Version y
7
Properties=species:S:1:pos:R:3 method="wB97M-V/def2-TZVPD" multiplicity=1 smiles=Cl[C@H]1SC1(Cl)Cl orbital_gap_ev=10.100 e_homo_ha=-0.3569
C 0.20283 -0.81237 -0.39744
C -0.07746 0.68492 0.49203
S 1.60507 0.11801 0.23805
Cl -0.19399 -0.80030 -2.06796
Cl -0.66146 2.01359 -0.44910
Cl -0.81520 0.50365 2.04365
H -0.05979 -1.70750 0.14078

=====

Name the most stable of them. version y.

=====

Version w
11
Properties=species:S:1:pos:R:3 method="wB97M-V/def2-TZVPD" multiplicity=1 orbital_gap_ev=8.807 e_homo_ha=-0.3266
C -1.07317 -0.81856 -0.17871
C -1.18303 0.58579 -0.35465
C 0.16983 -1.33290 -0.04620
C 0.00166 1.18510 -0.42620
O 2.35463 0.28825 0.78605
P 1.41762 0.04152 -0.47285
H -2.07632 -1.29910 -0.24168
H -2.25849 1.00605 -0.48864
H 0.53371 -2.31973 0.01925
H 0.02390 2.66059 -0.35475
H 2.08966 0.00298 1.75836

=====

Version x
11
Properties=species:S:1:pos:R:3 method="wB97M-V/def2-TZVPD" multiplicity=1 orbital_gap_ev="7.706 / 7.122" e_homo_ha="-0.3303 / -0.3079"
C -1.50804 0.55525 -0.14996
C -1.59326 1.51739 0.96027
C -0.13377 -0.03869 -0.26968
C 0.81472 0.35288 0.85910
O -2.48753 2.22224 1.38738
P -0.02997 1.70033 1.83149
H -2.19050 0.29920 -0.84820
H -0.27263 -1.08985 -0.31615
H 0.19232 0.29808 -1.15096
H 0.59569 -0.55072 1.50684
H 1.82415 0.61850 0.67871

=====

Name the most stable of them. version w.

=====

Version w
11
Properties=species:S:1:pos:R:3 method="wB97M-V/def2-TZVPD" multiplicity=1 smiles="N#CC1=NN=CSC1" orbital_gap_ev=8.974 e_homo_ha=-0.3541
C -1.74425 1.24589 0.72826
C -0.57813 0.44791 0.50667
C 1.35882 -1.38040 0.04220
C 0.29189 0.82269 -0.77214
H 2.07063 -2.13026 0.10879
H 1.08691 1.55925 -0.34763
H -0.20218 1.52636 -1.54981
N -2.66484 1.96868 0.67157
N -0.37485 -0.52548 1.25913
N 0.79293 -1.19018 1.17590
S 1.05013 -0.59644 -1.43672

=====

Version x
11
Properties=species:S:1:pos:R:3 method="wB97M-V/def2-TZVPD" multiplicity=1 smiles="S=c1ncccnn1" orbital_gap_ev=7.937 e_homo_ha=-0.3323
C -1.50176 -0.20767 -0.25317
C 0.16281 1.30150 -0.38780
C 1.01260 0.47195 0.63614
C 0.96953 -0.89338 0.44702
H 0.61472 2.20328 -0.89921
H 1.59805 1.03787 1.26497
H 1.72994 -1.50618 0.84681
N -0.95468 0.90766 -0.82526
N 0.26271 -1.71270 -0.43282
N -0.88340 -1.40134 -0.74988
S -3.01051 -0.20099 0.35319

=====

Name the most stable of them. version w.

=====

Version w
22
Properties=species:S:1:pos:R:3 method="wB97M-V/def2-TZVPD" multiplicity=2 s_squared=0.755 orbital_gap_ev="12.557 / 6.269" e_homo_ha="-0.7228 / -0.7227" total_charge=+2
C 1.58303 -1.87991 0.31765
C 0.51516 -0.87782 -0.11174
C 0.15297 -0.02975 1.10916
C -1.24417 0.66265 0.94218
N -1.45343 0.98089 -0.52179
N -0.66130 -1.62205 -0.70093
H 2.45413 -1.37939 0.83891
H 1.92261 -2.29537 -0.54717
H 1.19888 -2.60914 1.00792
H 0.80488 -0.33789 -0.95321
H 0.95474 0.65587 1.28206
H 0.07714 -0.74948 2.00506
H -2.05761 0.02001 1.34430
H -1.35827 1.66219 1.39954
H -2.45095 1.19226 -0.63004
H -1.26894 0.11241 -0.96408
H -0.68441 1.68752 -0.75241
H -0.99934 -2.26635 0.05242
H -0.46334 -2.10992 -1.58210
H 0.76786 3.77896 -0.95797
H 1.48628 2.62025 -1.55991
O 0.72407 2.78406 -1.01788

=====

Version x
22
Properties=species:S:1:pos:R:3 method="wB97M-V/def2-TZVPD" multiplicity=2 s_squared=0.754 orbital_gap_ev="11.863 / 6.410" e_homo_ha="-0.6943 / -0.6943" total_charge=+2
C 1.69224 0.50785 -0.79345
N 1.99502 -0.47019 0.30932
C 1.73544 -0.03615 1.61150
C 0.22392 0.69674 -0.78766
N -0.55664 -0.53072 -0.58268
C -1.71422 -0.86964 -1.43653
H 2.02001 0.09772 -1.70735
H 2.25934 1.41630 -0.73364
H 2.78394 -1.05170 0.17010
H 1.72132 1.12105 1.60328
H 2.56939 -0.37033 2.25602
H 0.79973 -0.36860 2.04017
H -0.01419 0.96214 -1.84773
H 0.05927 1.38035 0.08763
H 0.07735 -1.28263 -0.73293
H -0.88589 -0.45459 0.35342
H -1.35593 -0.89735 -2.52476
H -2.45600 -0.01586 -1.38433
H -2.05539 -1.87225 -1.03694
H -3.58646 0.55293 1.09611
H -2.56994 0.78784 2.27281
O -2.63243 0.65106 1.30480

=====

Name the most stable of them. version w.